Density functional theory data (ωB97M-V/def2-TZVPD) for a structure of composition C24H28Cl2IrN6S2.

Geometry (Å):
Ir (1.229, 0.501, -0.428)
Cl (-6.513, -3.143, 3.133)
Cl (6.464, -1.719, 3.536)
S (-0.426, 2.357, -0.396)
S (1.004, -0.609, 1.624)
N (0.199, -2.248, -0.324)
N (0.562, -1.236, -1.182)
N (0.151, -3.118, 1.813)
N (-1.283, 1.788, 2.069)
N (1.216, 0.916, -2.461)
N (-1.651, 3.920, 1.307)
C (-5.025, -1.225, -0.019)
C (-3.212, -1.596, 1.549)
C (-0.142, -2.559, -3.160)
C (4.795, 0.322, 2.946)
C (5.514, -0.755, 2.451)
C (-3.651, -1.075, 0.301)
C (1.492, 2.243, -4.422)
C (0.406, -1.327, -2.524)
C (-1.165, 2.698, 1.112)
C (5.490, -1.067, 1.100)
C (3.967, 0.778, 0.715)
C (3.066, 1.518, -0.195)
C (0.740, -0.021, -4.628)
C (-2.755, -0.445, -0.562)
C (4.029, 1.079, 2.078)
C (-5.893, -1.853, 0.842)
C (0.409, -2.098, 0.979)
C (-5.422, -2.353, 2.054)
C (0.790, -0.156, -3.223)
C (-2.358, 4.348, 2.500)
C (-4.080, -2.223, 2.410)
C (1.085, 1.166, -5.219)
C (1.546, 2.063, -3.059)
C (4.720, -0.300, 0.243)
H (-2.609, 5.398, 2.393)
H (1.863, 2.859, -2.397)
H (3.510, 1.632, -1.185)
H (-2.168, -1.492, 1.823)
H (1.761, 3.196, -4.850)
H (1.041, 1.268, -6.294)
H (-3.740, -2.614, 3.359)
H (-1.718, -0.354, -0.274)
H (-0.903, 0.864, 1.922)
H (3.465, 1.920, 2.464)
H (0.108, -2.603, -4.216)
H (4.701, -0.543, -0.813)
H (-3.070, -0.020, -1.503)
H (6.073, -1.899, 0.730)
H (-6.938, -1.964, 0.590)
H (-1.232, -2.607, -3.073)
H (-3.284, 3.786, 2.635)
H (-1.538, 4.565, 0.543)
H (4.844, 0.561, 3.999)
H (-1.768, 1.979, 2.930)
H (0.312, -2.992, 2.797)
H (0.278, -3.464, -2.712)
H (-0.215, -4.000, 1.500)
H (-5.393, -0.837, -0.960)
H (0.423, -0.855, -5.235)
H (2.809, 2.505, 0.203)
H (-0.179, -3.100, -0.716)
H (-1.729, 4.241, 3.386)

The calculation puts the electronic energy at -83830.848 eV. As for the LUMO energy (alpha / beta): -2.19 / -3.89 eV. The charge is +1. Its multiplicity is 5. As for the HOMO-LUMO gap (alpha / beta): 6.36 / 6.52 eV. As for the expectation value of S²: 6.07. The value obtained for the relative energy (zero: lowest compared OMol25 entry of this formula, charge and spin) is 0.9 kcal/mol. Its HOMO energy (alpha / beta) is -0.3145 / -0.3823 Ha.